No. 1
A molecular structure, C14H23BrCaIN6O6P2. Source: the OMol25 dataset; level of theory: ωB97M-V/def2-TZVPD.

ORCA input file:
```
! wB97M-V def2-TZVPD RIJCOSX def2/J DEFGRID3
* xyz 1 1
Ca 0.326 -0.184 1.229
N 0.385 -4.552 3.217
C -0.673 -3.619 2.665
C -2.013 -4.346 2.740
P -0.596 -2.183 3.867
O -2.094 -1.613 3.895
O -0.222 -2.858 5.136
O 0.259 -1.113 3.248
P -0.268 -3.244 0.919
O 1.296 -2.685 1.077
O -0.233 -4.477 0.113
O -1.049 -2.011 0.553
H 0.312 -4.458 4.251
H 1.318 -4.234 2.948
H 0.252 -5.508 2.886
H -2.260 -4.595 3.774
H -1.990 -5.257 2.140
H -2.796 -3.702 2.347
H -2.569 -1.912 4.681
H 1.868 -3.182 0.478
Br -3.258 3.095 -1.695
C -1.843 3.813 -0.654
C -1.156 4.901 -1.175
C -0.121 5.475 -0.451
C 0.217 4.972 0.796
C -0.472 3.888 1.314
C -1.494 3.294 0.586
I -2.463 1.637 1.422
H -1.446 5.303 -2.135
H 0.411 6.323 -0.860
H 1.022 5.416 1.365
H -0.207 3.497 2.287
N 5.028 1.955 -2.164
C 4.272 2.366 -1.390
N 3.422 2.893 -0.522
C 2.518 2.179 0.012
N 1.597 1.604 0.461
N 0.396 0.740 -4.082
C -0.956 0.564 -3.437
C -0.785 0.588 -1.926
N 0.195 -0.366 -1.426
C 1.471 -0.272 -2.126
C 1.349 -0.341 -3.640
H 0.780 1.650 -3.811
H 0.309 0.745 -5.098
H -1.343 -0.390 -3.794
H -1.602 1.373 -3.774
H -1.756 0.395 -1.469
H -0.475 1.594 -1.614
H -0.180 -1.312 -1.407
H 2.140 -1.066 -1.796
H 1.944 0.672 -1.850
H 0.926 -1.284 -3.985
H 2.307 -0.168 -4.128
*
```

Max |F| = 0.41 eV/A
Highest occupied orbital energy = -11.12 eV
Energy above the lowest of the compared OMol25 structures with the same formula, charge and spin = 15.3 kcal per mole

Atom charges from the Mulliken analysis, given in e for atoms 1 to 5:
1. Ca 1.897
2. N -0.230
3. C 0.742
4. C -1.967
5. P 0.731

No. 2
A molecular structure, C13H15F7N3OS2. Source: the OMol25 dataset; level of theory: ωB97M-V/def2-TZVPD.

ORCA input file:
```
! wB97M-V def2-TZVPD RIJCOSX def2/J DEFGRID3
* xyz 1 1
O -0.552 0.619 3.250
C -1.738 -0.133 3.507
C -1.645 -1.568 3.016
C -2.004 -1.688 1.509
C -0.796 -2.105 0.638
C -0.109 -0.963 -0.077
C 1.239 -0.751 -0.019
S 2.326 -1.822 0.890
C 1.842 0.376 -0.656
C 1.137 1.273 -1.377
C 1.870 2.436 -2.016
F 1.577 2.436 -3.345
F 3.195 2.290 -1.903
C 1.511 3.849 -1.498
F 0.251 4.171 -1.771
F 2.312 4.714 -2.150
C 1.768 4.072 0.014
F 3.062 4.056 0.278
F 1.278 5.270 0.338
F 1.149 3.150 0.750
C -0.270 1.078 -1.526
N -1.125 1.801 -2.222
S -2.575 1.131 -2.045
N -2.187 -0.102 -1.101
C -0.885 -0.047 -0.859
H -0.308 0.486 2.328
H -1.887 -0.095 4.580
H -2.584 0.377 3.041
H -2.379 -2.132 3.585
H -0.648 -1.953 3.206
H -2.804 -2.409 1.383
H -2.397 -0.731 1.195
H -0.083 -2.545 1.320
H -1.093 -2.898 -0.053
H 3.218 -2.076 -0.080
H 2.905 0.503 -0.552
N -0.514 -4.015 -2.318
H -0.328 -4.144 -3.315
H 0.008 -4.710 -1.777
H -0.223 -3.074 -2.028
H -1.515 -4.126 -2.139
*
```

Max |F| = 1.15 eV/A
Highest occupied orbital energy = -12.09 eV

Atom charges from the Mulliken analysis, given in e for atoms 1 to 5:
1. O -0.522
2. C -0.567
3. C -0.674
4. C -0.892
5. C -0.747

No. 3
A single C4H5FN2 molecule. Source: the OMol25 dataset; level of theory: ωB97M-V/def2-TZVPD.

ORCA input file:
```
! wB97M-V def2-TZVPD RIJCOSX def2/J DEFGRID3
* xyz 0 1
C -0.335 -1.151 0.175
C 0.875 1.022 0.200
C 1.942 0.080 0.397
C -2.151 0.184 -0.397
N 0.539 -0.210 0.068
N -1.681 -0.946 0.018
F 2.744 -0.388 -0.666
H 0.146 -2.087 0.240
H 2.252 -0.014 1.425
H 0.525 1.951 -0.152
H -3.232 0.445 -0.558
H -1.625 1.114 -0.748
*
```

Max |F| = 1.97 eV/A
Highest occupied orbital energy = -7.67 eV
Energy above the lowest of the compared OMol25 structures with the same formula, charge and spin = 117.8 kcal per mole

Atom charges from the Mulliken analysis, given in e for atoms 1 to 5:
1. C 0.078
2. C -0.313
3. C -0.088
4. C -0.202
5. N -0.077

No. 4
A gas-phase ion, C2H6N5 (charge +1). Source: the OMol25 dataset; level of theory: ωB97M-V/def2-TZVPD.

ORCA input file:
```
! wB97M-V def2-TZVPD RIJCOSX def2/J DEFGRID3
* xyz 1 1
N -1.529 -2.633 0.312
N -0.601 -1.915 0.406
C 0.433 -1.430 -0.143
N 0.261 -0.635 -1.207
N 0.246 0.493 -1.454
C 0.247 1.656 -0.663
N 0.281 1.349 0.785
H -2.235 -2.527 1.128
H 1.358 -1.716 0.336
H 1.156 2.023 -1.115
H -0.528 2.306 -0.992
H 1.253 1.095 1.102
H -0.342 1.934 1.505
*
```

Max |F| = 5.06 eV/A
Highest occupied orbital energy (alpha / beta) = -13.59 / -13.59 eV
Energy above the lowest of the compared OMol25 structures with the same formula, charge and spin = 135.3 kcal per mole
SMILES string = N=[N+]=C/N=N\CN

Atom charges from the Mulliken analysis, given in e for atoms 1 to 5:
1. N -0.467
2. N 0.395
3. C 0.108
4. N -0.047
5. N -0.156

No. 5
A molecular structure, C33H59CeN2O2P2. Source: the OMol25 dataset; level of theory: ωB97M-V/def2-TZVPD.

ORCA input file:
```
! wB97M-V def2-TZVPD RIJCOSX def2/J DEFGRID3
* xyz 3 1
C 2.392 -2.245 -0.293
C 2.305 -0.350 1.121
C 3.507 -2.731 0.374
C 3.427 -0.825 1.827
C 3.992 -2.037 1.485
H 3.957 -3.658 0.034
H 3.798 -0.217 2.650
H 4.822 -2.434 2.064
N 1.758 -1.137 0.140
P 0.029 -2.613 -1.690
P 0.872 2.385 1.430
C 1.826 -2.976 -1.506
H 2.371 -2.703 -2.428
H 2.013 -4.052 -1.386
C 1.544 0.777 1.681
H 1.425 0.581 2.769
C 2.321 3.612 1.643
C -0.482 2.547 2.820
C -0.259 -2.262 -3.547
C -0.692 -4.250 -1.030
C 2.130 4.667 0.539
H 1.211 5.255 0.679
H 2.981 5.365 0.555
H 2.086 4.181 -0.442
C 2.389 4.308 3.006
H 1.480 4.874 3.249
H 2.624 3.602 3.811
H 3.216 5.033 2.969
C 3.628 2.844 1.420
H 4.452 3.566 1.318
H 3.862 2.186 2.266
H 3.570 2.241 0.503
C -1.171 3.917 2.662
H -1.681 4.008 1.692
H -1.933 4.022 3.450
H -0.478 4.763 2.757
C -1.532 1.435 2.640
H -2.096 1.517 1.692
H -1.102 0.421 2.756
H -2.278 1.539 3.445
C 0.123 2.389 4.218
H 0.861 3.160 4.453
H -0.692 2.484 4.955
H 0.580 1.401 4.356
C -2.225 -4.178 -1.146
H -2.642 -5.136 -0.798
H -2.643 -3.382 -0.518
H -2.567 -4.027 -2.179
C -0.305 -4.325 0.460
H 0.782 -4.344 0.609
H -0.732 -3.489 1.034
H -0.713 -5.259 0.876
C -0.182 -5.507 -1.752
H -0.562 -6.382 -1.200
H -0.556 -5.587 -2.778
H 0.911 -5.583 -1.770
C 1.004 -1.656 -4.181
H 1.812 -2.393 -4.287
H 0.755 -1.304 -5.195
H 1.371 -0.795 -3.606
C -1.403 -1.227 -3.631
H -1.104 -0.246 -3.225
H -1.662 -1.075 -4.690
H -2.311 -1.552 -3.102
C -0.637 -3.533 -4.313
H 0.175 -4.272 -4.304
H -1.561 -3.997 -3.944
H -0.810 -3.254 -5.365
Ce -0.393 0.016 0.175
C -2.271 -1.677 1.279
O -3.190 -2.170 1.784
N 0.990 1.310 -1.114
C 2.112 1.751 -1.112
C 3.032 2.318 -2.254
C 4.385 2.816 -1.773
C 3.256 1.158 -3.213
C 2.250 3.449 -2.927
H 4.297 3.646 -1.067
H 4.956 2.000 -1.316
H 4.961 3.183 -2.634
H 2.308 0.834 -3.658
H 3.949 1.438 -4.018
H 3.687 0.306 -2.670
H 2.798 3.816 -3.803
H 1.254 3.101 -3.237
H 2.094 4.303 -2.260
C -4.739 1.686 -1.219
C -3.856 2.929 -1.396
C -2.408 2.465 -1.213
O -2.461 1.077 -0.720
C -3.842 0.577 -0.659
H -5.570 1.868 -0.535
H -5.158 1.350 -2.171
H -4.096 3.682 -0.639
H -3.986 3.393 -2.375
H -1.850 2.465 -2.161
H -1.857 3.073 -0.475
H -4.077 0.343 0.390
H -3.877 -0.353 -1.245
*
```

Max |F| = 6.25 eV/A
Highest occupied orbital energy (alpha / beta) = -16.51 / -16.52 eV
Energy above the lowest of the compared OMol25 structures with the same formula, charge and spin = 23.4 kcal per mole

Atom charges from the Mulliken analysis, given in e for atoms 1 to 5:
1. C 0.031
2. C 0.932
3. C -0.707
4. C -0.853
5. C -1.123

No. 6
2 unconnected molecules or ions with the total composition C3H7O4. Source: the OMol25 dataset; level of theory: ωB97M-V/def2-TZVPD.

ORCA input file:
```
! wB97M-V def2-TZVPD RIJCOSX def2/J DEFGRID3
* xyz -1 1
O 0.751 1.301 -0.057
C -0.243 1.304 0.684
O -0.966 2.150 1.189
C -0.897 -0.215 0.774
C 0.250 -1.149 0.465
O -0.096 -2.538 0.151
H -1.779 -0.325 0.126
H -1.334 -0.311 1.758
H 0.888 -0.805 -0.270
H 0.731 -1.144 1.365
H -0.952 -2.766 0.480
H 1.159 -0.853 -1.916
H 0.852 0.624 -2.193
O 1.032 -0.171 -2.644
*
```

Max |F| = 3.90 eV/A
Highest occupied orbital energy = -4.23 eV
Energy above the lowest of the compared OMol25 structures with the same formula, charge and spin = 22.9 kcal per mole

Atom charges from the Mulliken analysis, given in e for atoms 1 to 5:
1. O -0.703
2. C 0.486
3. O -0.691
4. C -0.669
5. C -0.299

No. 7
A single C4H3NO3 molecule. Source: the OMol25 dataset; level of theory: ωB97M-V/def2-TZVPD.

ORCA input file:
```
! wB97M-V def2-TZVPD RIJCOSX def2/J DEFGRID3
* xyz 0 1
C -1.440 -0.883 0.043
C -0.154 -0.177 -0.047
N 0.965 -0.822 -0.180
C 2.006 0.191 -0.086
O 3.154 -0.089 0.066
O 1.459 1.488 -0.016
C 0.124 1.333 -0.001
O -0.704 2.135 -0.055
H -2.175 -0.799 -0.847
H -1.289 -2.020 0.266
H -1.944 -0.358 0.856
*
```

Max |F| = 3.54 eV/A
Highest occupied orbital energy = -11.06 eV
Energy above the lowest of the compared OMol25 structures with the same formula, charge and spin = 18.4 kcal per mole
SMILES string = CC1=NC(=O)OC1=O

Atom charges from the Mulliken analysis, given in e for atoms 1 to 5:
1. C -0.876
2. C 0.754
3. N -0.529
4. C 0.459
5. O -0.422

No. 8
A molecular structure, C23H14F5N3PtS3Se. Source: the OMol25 dataset; level of theory: ωB97M-V/def2-TZVPD.

ORCA input file:
```
! wB97M-V def2-TZVPD RIJCOSX def2/J DEFGRID3
* xyz 0 1
Pt 0.933 0.228 0.940
S 4.919 0.002 3.079
C 3.503 0.011 2.282
S 1.928 0.067 3.020
S 3.277 -0.012 0.560
N 1.809 2.226 -1.378
C 0.899 1.315 -1.896
C 0.663 1.336 -3.273
C -0.211 0.426 -3.819
C -0.855 -0.480 -2.984
C -0.570 -0.442 -1.642
N 0.306 0.426 -1.101
C 1.735 2.934 -0.185
C 2.189 4.255 -0.169
C 2.115 4.971 1.002
C 1.562 4.375 2.130
C 1.146 3.070 2.038
N 1.258 2.348 0.909
H 2.297 2.736 -2.097
H 1.164 2.071 -3.889
H -0.399 0.427 -4.884
H -1.559 -1.206 -3.359
H -1.023 -1.139 -0.954
H 2.583 4.696 -1.075
H 2.469 5.993 1.034
H 1.466 4.905 3.066
H 0.729 2.551 2.887
Se -1.351 0.772 1.881
C -2.600 -0.164 0.775
C -2.817 -1.530 0.940
C -3.692 -2.207 0.101
C -4.383 -1.520 -0.889
C -4.205 -0.151 -1.028
C -3.315 0.524 -0.204
H -2.298 -2.060 1.728
H -3.843 -3.271 0.231
H -5.071 -2.049 -1.537
H -4.754 0.395 -1.786
H -3.158 1.588 -0.321
F -0.357 -1.954 3.047
C 0.157 -2.538 1.961
C 0.736 -1.795 0.937
C 1.259 -2.554 -0.106
F 1.891 -1.966 -1.141
C 1.179 -3.934 -0.167
F 1.693 -4.595 -1.208
C 0.571 -4.628 0.859
F 0.483 -5.956 0.820
C 0.064 -3.921 1.931
F -0.521 -4.575 2.936
*
```

Max |F| = 0.19 eV/A
Highest occupied orbital energy = -7.82 eV
Energy above the lowest of the compared OMol25 structures with the same formula, charge and spin = 0.0 kcal per mole

Atom charges from the Mulliken analysis, given in e for atoms 1 to 5:
1. Pt 1.112
2. S -0.250
3. C 0.311
4. S -0.372
5. S -0.404

Question: Among the records above, which one has the lowest max |F|?
Answer: C23H14F5N3PtS3Se

Question: Among the records above, which one has the lowest max |F|?
Answer: C23H14F5N3PtS3Se

Question: The lowest max |F| belongs to which entry?
Answer: C23H14F5N3PtS3Se